C4H7NO2 | ωB97M-V/def2-TZVPD

Each line ends with the Löwdin charge.
Geometry (Å):
1 C -2.145 0.921 -0.687  -0.1158
2 N -1.293 -0.246 -0.845  0.0563
3 C -0.150 -0.223 -0.326  -0.3636
4 C 0.915 -1.289 -0.414  -0.0926
5 O 2.105 -0.624 -0.039  -0.0748
6 C 1.781 0.651 0.449  -0.1877
7 O 0.377 0.799 0.415  0.0165
8 H -2.442 1.280 -1.678  0.0760
9 H -3.063 0.633 -0.165  0.0763
10 H -1.669 1.744 -0.142  0.0723
11 H 1.000 -1.684 -1.430  0.1335
12 H 0.721 -2.115 0.280  0.1330
13 H 2.234 1.415 -0.191  0.1354
14 H 2.124 0.775 1.481  0.1354

Forces on atoms 1 to 6 (eV/Å):
C -0.1 0.2 0.0
N 0.4 0.0 0.2
C -0.3 -0.1 -0.2
C -0.2 -0.1 -0.1
O 0.2 -0.1 0.0
C 0.2 0.3 0.1

Results
2S+1	1
net charge	0
HOMO-LUMO gap	10.76	eV
energy above the lowest of the compared OMol25 structures with the same formula, charge and spin	169.8	kJ/mol